Molecular formula: C5H6O
Method: DFT, ωB97M-V/def2-TZVPD

XYZ file:
```
12
Properties=species:S:1:pos:R:3:mulliken_charge:R:1
H 2.3336 1.4412 -0.7861 0.310
H 3.2187 0.5271 0.6449 0.224
C 2.3586 0.6721 -0.0709 -0.934
C 1.6045 -0.3754 -0.1307 0.761
H -0.8997 0.3858 1.5189 0.220
H -1.4638 -1.4165 1.1257 0.228
H -2.5681 -0.1754 1.5129 0.372
C -1.3233 0.3127 -1.5456 -0.124
C -1.6550 -0.3633 1.0015 -0.947
H -1.1500 0.2278 -2.5198 0.464
C -1.3822 0.0672 -0.3631 -0.206
O 0.9266 -1.3033 -0.3878 -0.367
```

## Properties
orbital gap	10.2	eV
highest occupied orbital energy	-9.34	eV
energy	-269.21489	a.u.
LUMO energy	0.8693	eV
SMILES string	C=C=O.C#CC
energy above the lowest of the compared OMol25 structures with the same formula, charge and spin	3.574	eV